1.
This record from the OMol25 dataset describes the molecule C5H5BrF4 at a distorted geometry. The level of theory is wB97M-V/def2-TZVPD.

CARTESIAN COORDINATES (ANGSTROEM)
C (-0.96651, -0.84396, 0.46777)
C (0.11241, -0.06280, 0.28320)
C (-1.79800, -0.86632, 1.78950)
C (0.86516, -0.02447, -1.01412)
C (1.26437, 1.44010, -1.28358)
F (0.13713, -0.60778, -2.02356)
F (2.15712, 1.90219, -0.40578)
F (0.22151, 2.29565, -1.31529)
F (1.85210, 1.56746, -2.52163)
Br (2.58680, -1.01828, -0.95711)
H (-1.18384, -1.57053, -0.35886)
H (0.54512, 0.73686, 0.93144)
H (-1.23902, -1.73574, 2.43406)
H (-1.69168, 0.01420, 2.27888)
H (-2.86267, -1.22659, 1.69509)

Forces on atoms 1 to 2 (eV/Å):
0.011 0.031 0.376
-0.037 0.426 -0.012

Summary:
**Net charge**: 0
**HOMO-LUMO gap**: 0.379 Eh
**E_HOMO**: -10.0954 eV
**Energy relative to the best compared isomer or geometry (same formula, charge and spin)**: 0.0 kcal per mole
**LUMO energy**: 0.216 eV

---

2.
This record from the OMol25 dataset describes the molecule C5H5BrN4S at a distorted geometry. The level of theory is wB97M-V/def2-TZVPD.

CARTESIAN COORDINATES (ANGSTROEM)
C (-0.36677, 2.05381, -1.61016)
C (-0.65954, 1.44983, -0.33524)
C (-0.51587, -0.14295, -0.66577)
C (1.07575, -0.13509, -0.27779)
C (0.44263, -2.04724, 1.54877)
N (0.13765, 2.32864, -2.62223)
N (0.34967, 1.76094, 0.56848)
N (1.24492, 0.93290, 0.59399)
N (-1.47084, -0.94242, -0.16973)
S (1.57227, -1.70468, 0.29437)
Br (0.11179, -0.82040, 2.92114)
H (-1.64790, 1.52823, 0.16105)
H (-0.59866, -0.30592, -1.76149)
H (1.74307, 0.01201, -1.15867)
H (0.16459, -3.09858, 1.66149)
H (-1.58278, -0.86905, 0.85179)

Forces on atoms 1 to 2 (eV/Å):
0.782 0.937 -1.897
-2.373 -2.273 -0.821

Summary:
**Net charge**: 0
**HOMO-LUMO gap (spin up / spin down)**: 0.231 / 0.231 Eh
**E_HOMO (spin up / spin down)**: -8.4485 / -8.4491 eV
**LUMO energy (spin up / spin down)**: -2.167 / -2.167 eV

---

3.
This record from the OMol25 dataset describes a structure of composition C5H5Cl15Cr2O8S2 at a distorted geometry. The level of theory is wB97M-V/def2-TZVPD.

CARTESIAN COORDINATES (ANGSTROEM)
Cr (0.35638, 1.92256, -2.71171)
Cr (-2.37178, -0.57172, -2.04965)
S (-0.44832, 0.02987, -4.44557)
O (-1.24233, 1.20892, -4.35863)
O (-0.67162, -0.18301, -5.86886)
O (0.84958, 0.47341, -3.92014)
O (-1.08256, -0.91708, -3.54280)
S (-0.44435, 0.55856, -0.53586)
O (-1.22452, 1.17371, -1.59526)
O (-0.85566, 1.04591, 0.73812)
O (-0.80526, -0.82449, -0.76927)
O (0.91398, 0.90361, -1.00295)
C (1.82931, -2.69968, -2.59069)
Cl (3.34197, -2.79922, -1.61867)
Cl (0.72352, -3.96899, -2.09478)
Cl (2.16820, -2.74619, -4.27990)
H (1.33095, -1.74450, -2.42524)
C (4.09690, 0.60991, 1.04192)
Cl (4.71218, -1.02596, 1.49239)
Cl (5.33333, 1.58393, 0.32579)
Cl (3.23568, 1.50864, 2.30261)
H (3.32723, 0.47864, 0.28135)
C (0.29556, -2.28644, 1.99029)
Cl (-1.19153, -1.87920, 2.85972)
Cl (0.14758, -3.88407, 1.27305)
Cl (1.67351, -2.24050, 3.17427)
H (0.45798, -1.52459, 1.22785)
C (-4.05063, 0.32826, 1.83527)
Cl (-5.18929, 1.56899, 1.39484)
Cl (-3.69829, -0.72476, 0.35981)
Cl (-4.66275, -0.68091, 3.13205)
H (-3.10418, 0.78477, 2.12498)
C (-0.72914, 3.30936, 3.55647)
Cl (-1.88236, 2.11367, 4.29927)
Cl (0.92398, 2.92704, 4.08617)
Cl (-1.22204, 5.01564, 3.83056)
H (-0.84125, 3.15592, 2.48317)

Forces on atoms 1 to 2 (eV/Å):
0.124 0.383 1.619
0.168 -0.596 0.998

Summary:
**Net charge**: +1
**HOMO-LUMO gap (spin up / spin down)**: 0.259 / 0.152 Eh
**Expectation value of S²**: 24.7786
**E_HOMO (spin up / spin down)**: -12.8666 / -12.8668 eV
**Spin multiplicity**: 10
**LUMO energy (spin up / spin down)**: -5.821 / -8.731 eV

---

4.
This record from the OMol25 dataset describes the molecule C5H5Cl2F at a distorted geometry. The level of theory is wB97M-V/def2-TZVPD.

CARTESIAN COORDINATES (ANGSTROEM)
C (0.77408, -1.22987, -0.07760)
C (-0.15147, -0.23034, -0.11035)
C (0.17882, 1.13827, -0.25262)
C (1.44170, 1.61907, 0.16266)
C (-1.61382, -0.79637, 0.26683)
H (0.56017, -2.28605, 0.06742)
H (-0.57535, 1.79557, -0.60525)
H (2.16791, 1.01337, 0.51138)
H (1.48462, 2.71972, 0.22576)
H (-2.01834, -0.47899, 1.28271)
F (-1.76077, -2.09142, 0.18538)
Cl (2.40869, -1.16750, -0.77754)
Cl (-2.89624, -0.00545, -0.87878)

Forces on atoms 1 to 2 (eV/Å):
-0.207 -0.072 -1.496
-0.294 -4.247 1.052

Summary:
**Net charge**: 0
**HOMO-LUMO gap**: 0.327 Eh
**E_HOMO**: -9.0517 eV
**Energy relative to the best compared isomer or geometry (same formula, charge and spin)**: 44.8 kcal per mole
**LUMO energy**: -0.148 eV

---

5.
This record from the OMol25 dataset describes a structure of composition C5H5ClF2 at a distorted geometry. The level of theory is wB97M-V/def2-TZVPD.

CARTESIAN COORDINATES (ANGSTROEM)
C (0.29446, 1.86227, 0.25127)
C (0.28710, 0.32038, -0.06957)
C (1.27262, -0.61010, -0.01214)
C (-1.04843, -0.17306, -0.14430)
C (-2.21572, 0.51957, -0.14223)
H (1.23382, 2.44252, 0.33370)
H (-0.24772, 1.85959, 1.22592)
H (-0.26628, 2.21614, -0.64699)
H (1.04573, -1.56855, -0.01183)
H (-2.50695, 1.72148, -0.70564)
F (-1.19486, -1.53936, 0.22835)
F (-3.31793, -0.12033, -0.03425)
Cl (2.93038, -0.19108, -0.07295)

Forces on atoms 1 to 2 (eV/Å):
-0.129 -1.482 -1.029
2.134 0.450 1.005

Summary:
**Net charge**: 0
**HOMO-LUMO gap**: 0.335 Eh
**E_HOMO**: -8.7521 eV
**Energy relative to the best compared isomer or geometry (same formula, charge and spin)**: 66.5 kcal per mole
**LUMO energy**: 0.372 eV

---

6.
This record from the OMol25 dataset describes the molecule C5H5ClN2. The level of theory is wB97M-V/def2-TZVPD.

CARTESIAN COORDINATES (ANGSTROEM)
C (1.06840, 0.08303, -0.00076)
C (0.57403, 1.41714, -0.00501)
C (-0.78846, 1.24264, 0.00170)
C (-2.26531, -0.77316, -0.00098)
C (-3.45672, -0.20167, 0.00312)
H (1.12851, 2.33086, 0.02780)
H (-1.58171, 1.96657, -0.00820)
H (-2.11156, -1.84913, 0.00018)
H (-4.36148, -0.83924, 0.01733)
H (-3.60351, 0.87785, -0.01214)
N (-1.02564, -0.09302, -0.00255)
N (0.10722, -0.82029, -0.00215)
Cl (2.71570, -0.39421, 0.00114)

Forces on atoms 1 to 2 (eV/Å):
-0.293 0.180 -0.025
-0.276 -0.823 0.139

Summary:
**Net charge**: 0
**HOMO-LUMO gap**: 0.362 Eh
**E_HOMO**: -8.9462 eV
**Energy relative to the best compared isomer or geometry (same formula, charge and spin)**: 12.1 kcal per mole
**LUMO energy**: 0.905 eV

---

7.
This record from the OMol25 dataset describes a cluster of 2 separate species, C5H5ClN2O in total at a distorted geometry. The level of theory is wB97M-V/def2-TZVPD.

CARTESIAN COORDINATES (ANGSTROEM)
C (-1.78116, -0.73771, 0.40776)
C (-1.73664, -0.41151, -1.01369)
C (-0.68743, -0.10054, 1.03518)
C (-0.65616, 0.36962, -1.10879)
C (2.43976, -0.29239, -0.10756)
N (-0.05181, 0.57854, 0.09588)
N (0.95565, 1.41246, 0.24257)
O (1.88662, -1.34310, -0.28830)
Cl (3.98571, 0.20434, 0.16167)
H (-2.47904, -1.32535, 1.07276)
H (-2.40625, -0.84597, -1.79238)
H (-0.40970, 0.06361, 2.01348)
H (-0.16346, 1.00437, -1.92802)
H (1.10389, 1.42364, 1.20943)

Forces on atoms 1 to 2 (eV/Å):
0.439 -0.091 2.104
-1.292 -1.765 1.274

Summary:
**Net charge**: 0
**HOMO-LUMO gap (spin up / spin down)**: 0.279 / 0.274 Eh
**E_HOMO (spin up / spin down)**: -8.0224 / -8.0114 eV
**Energy relative to the best compared isomer or geometry (same formula, charge and spin)**: 79.7 kcal per mole
**LUMO energy (spin up / spin down)**: -0.433 / -0.563 eV

---

8.
This record from the OMol25 dataset describes the molecule C5H5ClO2 at a distorted geometry. The level of theory is wB97M-V/def2-TZVPD.

CARTESIAN COORDINATES (ANGSTROEM)
C (0.72738, -0.71178, 0.24237)
C (-0.53049, -0.03638, 0.40261)
C (-0.68486, 1.09920, -0.53309)
C (1.83137, 0.80770, -1.16152)
C (-1.58367, -0.48783, 1.44324)
O (1.60139, -0.49676, -0.70254)
O (2.36505, 0.83763, -2.29705)
Cl (-1.67751, 2.30143, -0.06910)
H (1.02086, -1.69459, 0.58718)
H (-2.56492, -0.64058, 0.83609)
H (-1.26177, -1.35983, 2.00958)
H (-1.69606, 0.48885, 2.03283)
H (2.45323, -0.10706, -2.79059)

Forces on atoms 1 to 2 (eV/Å):
-3.996 -0.291 0.115
2.582 -0.575 -0.760

Summary:
**Net charge**: 0
**HOMO-LUMO gap (spin up / spin down)**: 0.269 / 0.269 Eh
**E_HOMO (spin up / spin down)**: -7.8055 / -7.8044 eV
**Energy relative to the best compared isomer or geometry (same formula, charge and spin)**: 137.4 kcal per mole
**LUMO energy (spin up / spin down)**: -0.495 / -0.495 eV